Entry 1:
The following is a quantum chemistry calculation of a cluster of 2 separate species, C4H10NO2 in total, from OMol25.

Values from the calculation:
Highest occupied orbital energy ... -3.9 eV
Net charge ... -1
LUMO ... 4.2 eV
Relative energy (zero: lowest compared OMol25 entry of this formula, charge and spin) ... 182.0 kJ/mol

Each line ends with the Mulliken charge.
Atoms and positions in Å:
H1 -3.466 1.135 0.637  0.228
C1 -0.832 1.566 0.631  -1.087
C2 2.217 -0.652 0.038  -0.348
H2 -0.601 1.291 1.664  0.200
H3 3.210 -0.187 0.150  0.271
O1 -0.922 -0.479 -0.666  -0.639
H4 2.463 -1.983 -1.426  0.287
O2 1.454 0.089 -0.807  -0.790
C3 -2.961 0.438 -0.021  -1.037
N1 2.444 -2.048 -0.409  -0.748
H5 0.102 1.708 0.098  0.379
H6 1.778 -0.741 1.054  0.249
H7 -3.550 -0.249 -0.610  0.294
H8 -1.455 2.458 0.675  0.327
H9 1.584 -2.555 -0.228  0.281
H10 0.149 -0.234 -0.749  0.402
C4 -1.613 0.442 -0.030  0.732

Entry 2:
The following is a quantum chemistry calculation of an isolated molecule of C4H6N2OS in a non-equilibrium geometry, from OMol25.

Values from the calculation:
Highest occupied orbital energy (spin up / spin down) ... -7.3 / -7.3 eV
Net charge ... 0
LUMO (spin up / spin down) ... 0.3 / 0.3 eV
Relative energy (zero: lowest compared OMol25 entry of this formula, charge and spin) ... 677.5 kJ/mol

Each line ends with the Mulliken charge.
Atoms and positions in Å:
H1 -4.010 0.647 0.121  0.123
O1 -1.916 -0.971 0.186  -0.231
H2 2.683 1.830 0.974  0.248
N1 1.955 1.651 0.264  -0.549
N2 0.228 -1.618 -0.028  -0.236
H3 2.732 -0.317 -0.539  0.329
C1 -1.595 0.273 0.113  -0.100
S1 -2.866 1.399 0.040  -0.152
H4 -1.475 -2.863 -0.343  0.397
C2 -1.027 -1.965 0.002  -0.036
C3 0.882 -0.633 0.299  -0.036
C4 1.871 0.297 -0.384  -0.219
H5 1.503 0.333 -1.421  0.194
H6 1.035 1.936 0.715  0.267

Entry 3:
The following is a quantum chemistry calculation of a structure of composition C27H52N3O2P2Tm in a non-equilibrium geometry, from OMol25.

Values from the calculation:
Highest occupied orbital energy (spin up / spin down) ... -13.6 / -13.6 eV
⟨S²⟩ ... 2.002
Net charge ... +2
LUMO (spin up / spin down) ... -5.7 / -5.7 eV
Multiplicity ... 3

Each line ends with the Mulliken spin population.
Atoms and positions in Å:
H1 -3.181 0.080 -0.340  0.000
C1 4.543 3.954 -1.985  0.000
Tm1 0.037 0.726 -0.529  2.038
C2 1.992 -1.403 1.024  0.000
H2 -3.426 2.520 -0.553  0.000
H3 2.609 4.304 1.671  0.000
H4 2.072 2.655 -3.640  0.000
C3 -0.011 -2.233 2.737  0.000
H5 0.428 -3.554 5.099  0.000
H6 -3.212 -4.611 3.381  0.000
C4 -2.511 -2.129 -2.074  -0.001
C5 -2.532 2.052 -1.003  -0.003
H7 -4.088 -0.410 -3.822  0.000
H8 0.201 -0.036 -4.384  0.000
H9 4.217 3.927 1.015  0.000
O1 1.303 1.122 -2.260  -0.006
H10 -2.583 -2.098 0.141  0.000
C6 0.189 -5.664 4.620  0.000
H11 0.399 5.141 -0.551  0.000
C7 3.359 5.914 -0.940  0.000
H12 -1.403 4.046 0.930  0.000
H13 -0.976 -3.082 -3.314  0.000
C8 2.253 -2.415 1.938  0.000
H14 -1.084 -0.508 1.890  -0.001
H15 -2.611 -5.296 4.922  0.000
N1 0.804 -0.739 1.027  0.000
H16 3.245 -2.861 1.967  0.000
H17 -3.831 -2.521 4.503  0.000
C9 -1.019 3.641 -0.024  -0.004
N2 -1.410 2.233 -0.077  -0.010
H18 2.735 4.893 -2.687  0.000
C10 -1.326 -2.807 3.193  0.000
H19 -0.815 0.106 -5.836  0.000
C11 2.107 2.216 -2.614  0.000
P1 1.935 3.391 -1.115  0.000
C12 3.279 3.489 1.379  0.000
C13 -2.069 -3.070 -3.199  0.000
H20 1.783 2.043 0.871  0.000
H21 -2.513 -2.811 -4.168  0.000
H22 -0.736 -1.439 -4.965  0.000
H23 -1.105 -2.793 -0.527  0.000
C14 -3.308 -0.259 -4.578  0.000
C15 0.468 4.121 -0.142  0.002
H24 -4.636 -3.907 5.278  0.000
C16 -0.169 -1.113 1.914  0.001
H25 -1.587 4.200 -0.790  0.000
C17 2.662 2.514 0.371  -0.001
H26 3.514 2.937 2.300  0.000
H27 -3.872 0.604 -1.888  0.000
H28 3.311 0.793 -0.845  0.000
H29 -3.653 0.556 -5.227  0.000
P2 -1.728 -0.463 -2.246  -0.015
H30 3.170 2.025 -2.951  0.000
H31 3.738 0.735 0.869  0.000
C18 -0.751 -0.346 -4.837  0.000
H32 -3.236 -3.150 6.075  0.000
C19 -2.763 -4.372 4.354  0.000
H33 3.755 5.763 0.071  0.000
H34 1.386 -3.746 3.404  0.000
H35 1.139 -5.847 5.137  0.000
H36 0.366 -5.712 3.538  0.000
C20 -1.947 0.115 -3.986  -0.001
H37 -3.248 -1.158 -5.203  0.000
H38 4.090 6.527 -1.488  0.000
C21 1.234 -2.880 2.770  0.000
H39 5.159 3.900 -1.078  0.000
H40 -2.388 -4.095 -2.967  0.000
C22 -0.369 -4.303 5.023  0.000
H41 -1.893 1.215 -3.917  0.000
C23 -3.671 -3.420 5.106  0.000
H42 -0.835 -4.395 6.017  0.000
H43 -0.509 -6.465 4.895  0.000
H44 -2.624 -3.698 -0.583  0.000
C24 3.174 4.602 -1.715  0.000
H45 4.504 2.946 -2.411  0.000
H46 -3.598 -1.959 -2.147  0.000
H47 2.733 -1.108 0.285  0.000
H48 -2.382 2.615 -1.946  0.000
H49 2.431 6.495 -0.874  0.000
H50 5.071 4.572 -2.724  0.000
C25 -2.187 -2.697 -0.687  0.001
H51 4.642 1.811 -0.227  0.000
O2 -2.353 -2.369 2.650  0.000
H52 0.828 4.266 0.889  0.000
N3 -1.419 -3.828 4.097  0.000
C26 -2.948 0.595 -1.289  0.001
C27 3.645 1.407 0.004  0.000

Entry 4:
The following is a quantum chemistry calculation of a structure of composition C9H19LiN2O3P, from OMol25.

Values from the calculation:
Highest occupied orbital energy ... -12.9 eV
Net charge ... +1
LUMO ... -2.8 eV
Relative energy (zero: lowest compared OMol25 entry of this formula, charge and spin) ... 0.0 kJ/mol

Each line ends with the Mulliken charge.
Atoms and positions in Å:
P1 -0.363 0.403 0.122  0.203
C1 2.478 2.422 0.736  -0.993
H1 -2.402 -0.681 1.639  0.349
H2 2.828 2.639 -0.274  0.295
O1 -0.369 -0.232 1.589  -0.313
H3 -1.161 -2.256 3.130  0.306
C2 -2.215 3.750 -0.031  -1.261
H4 -0.229 3.414 -0.810  0.262
C3 -1.427 -1.259 3.478  -1.233
C4 -1.123 2.847 -0.547  -0.237
C5 -1.623 -0.319 2.316  -0.183
H5 -1.889 0.684 2.648  0.266
H6 3.252 2.741 1.435  0.388
H7 -0.639 -0.894 4.135  0.319
N1 1.032 -2.420 -2.341  -0.679
H8 -1.193 -4.650 -3.099  0.443
H9 1.368 -5.351 -3.796  0.365
O2 1.284 0.445 -0.095  -0.347
H10 -2.350 -1.328 4.055  0.389
H11 3.135 0.366 0.771  0.349
H12 1.816 0.708 1.895  0.201
H13 -1.883 4.278 0.862  0.307
H14 -1.453 2.294 -1.431  0.359
H15 1.578 3.001 0.938  0.174
O3 -0.759 1.913 0.497  -0.198
C6 1.028 -4.451 -3.317  -0.562
Li1 1.460 -0.693 -1.561  1.004
C7 1.793 -3.359 -2.899  -0.292
C8 2.225 0.945 0.916  -0.110
H16 -3.109 3.177 0.213  0.306
H17 -2.475 4.488 -0.790  0.403
H18 -0.988 -2.375 -2.028  0.186
H19 2.859 -3.216 -2.979  0.445
C9 -0.263 -4.122 -2.978  -0.183
N2 -0.222 -2.910 -2.402  0.270

Look up the net charge of the first one.
-1

What is the formula in the third record?
C27H52N3O2P2Tm